The following is a quantum chemistry calculation of a 8-piece molecular cluster, C36H60O24P overall, from the Open Molecules 2025 dataset.

```
121
Properties=species:S:1:pos:R:3
C -3.50 1.32 -0.31
C -3.47 0.00 -0.47
C -2.59 -1.03 0.18
P -1.83 -0.67 1.87
O -0.21 -0.94 1.27
C 0.60 0.18 1.26
C 2.05 -0.18 0.99
C 2.96 1.04 1.12
O -1.98 -2.40 2.28
C -2.69 -2.56 3.47
C -3.40 -1.21 3.78
O -3.43 -0.52 2.57
H -2.72 1.87 0.20
H -4.34 1.89 -0.69
H -4.17 -0.42 -1.19
H -1.80 -1.35 -0.50
H -3.22 -1.90 0.35
H -1.23 -0.48 3.19
H -1.71 0.74 1.63
H 0.54 0.71 2.24
H 0.27 0.90 0.49
H 2.35 -0.97 1.70
H 2.12 -0.58 -0.02
H 2.90 1.68 0.23
H 4.01 0.78 1.25
H 2.66 1.66 1.97
H -2.05 -2.89 4.29
H -3.45 -3.34 3.31
H -2.88 -0.64 4.57
H -4.43 -1.38 4.12
C -6.75 -5.89 0.36
C -5.68 -4.91 -0.03
C -5.90 -3.47 0.42
O -5.26 -2.74 -0.61
C -5.24 -3.47 -1.73
O -4.92 -3.07 -2.81
O -5.64 -4.74 -1.47
H -6.88 -5.87 1.45
H -7.70 -5.63 -0.11
H -6.48 -6.90 0.06
H -4.69 -5.25 0.28
H -5.44 -3.23 1.37
H -6.96 -3.21 0.43
C 8.49 3.07 -1.18
C 7.10 2.85 -0.65
C 6.21 1.94 -1.48
O 4.91 2.46 -1.21
C 5.03 3.76 -0.87
O 4.13 4.53 -0.76
O 6.34 4.07 -0.68
H 9.00 2.12 -1.31
H 8.45 3.59 -2.14
H 9.06 3.69 -0.48
H 7.12 2.51 0.39
H 6.25 0.89 -1.18
H 6.42 2.02 -2.55
C 2.47 -1.01 5.64
C 3.69 -0.13 5.70
C 3.48 1.31 6.12
O 4.55 1.99 5.45
C 4.88 1.26 4.35
O 5.62 1.62 3.49
O 4.27 0.06 4.39
H 1.95 -1.01 6.60
H 1.78 -0.68 4.86
H 2.75 -2.04 5.41
H 4.46 -0.59 6.33
H 3.57 1.48 7.19
H 2.52 1.70 5.75
C 12.07 3.91 -5.21
C 11.46 2.54 -5.08
C 10.71 2.02 -6.30
O 9.71 1.19 -5.71
C 9.47 1.63 -4.45
O 8.57 1.27 -3.77
O 10.41 2.54 -4.09
H 12.74 3.93 -6.07
H 11.29 4.65 -5.34
H 12.64 4.17 -4.32
H 12.20 1.80 -4.75
H 11.32 1.44 -6.98
H 10.22 2.84 -6.84
C -5.13 0.65 -4.97
C -6.40 0.02 -5.47
C -6.28 -1.44 -5.85
O -7.28 -1.57 -6.88
C -7.44 -0.36 -7.44
O -8.07 -0.16 -8.44
O -6.82 0.60 -6.73
H -4.74 0.08 -4.12
H -4.38 0.67 -5.76
H -5.30 1.67 -4.64
H -7.21 0.16 -4.75
H -6.49 -2.12 -5.03
H -5.30 -1.68 -6.29
C -8.15 4.35 -6.93
C -8.70 3.74 -5.66
C -8.97 4.70 -4.52
O -8.75 3.89 -3.37
C -7.89 2.90 -3.72
O -7.39 2.14 -2.95
O -7.72 2.88 -5.06
H -8.83 5.12 -7.29
H -7.17 4.79 -6.74
H -8.04 3.59 -7.70
H -9.58 3.13 -5.87
H -9.99 5.09 -4.50
H -8.26 5.53 -4.52
C 2.75 -3.39 10.02
C 1.66 -3.93 9.14
C 1.81 -5.38 8.71
O 1.17 -5.39 7.44
C 1.22 -4.14 6.91
O 0.95 -3.85 5.80
O 1.65 -3.26 7.87
H 2.86 -4.02 10.91
H 3.70 -3.39 9.48
H 2.53 -2.38 10.34
H 0.67 -3.77 9.60
H 1.33 -6.09 9.37
H 2.86 -5.65 8.58
```

The total energy comes out at -3554.97638 a.u. Its total charge is -1. As for the HOMO energy: -4.03 eV. The calculation puts the gap between HOMO and LUMO at 5.593 eV.